A molecular structure, C37H33O6P2SSiSn in a non-equilibrium geometry. Source: OMol25; level of theory: ωB97M-V/def2-TZVPD.

Properties
Kohn-Sham gap = 5.79 eV
energy above the lowest of the compared OMol25 structures with the same formula, charge and spin = 16.15 kcal per mole
highest occupied orbital energy = -3.837 eV
LUMO = 2.0 eV
energy = -94316.870 eV
largest force on an atom = 1.6 eV/Å
charge = -1

CARTESIAN COORDINATES (ANGSTROEM)
Sn -0.353 2.770 -0.723
S 0.383 5.159 -1.619
P 0.653 0.133 1.863
P -1.801 -0.837 0.430
Si 0.754 0.949 -2.279
O 1.068 6.176 -2.372
O -0.487 5.650 -0.555
O 0.995 1.173 0.873
O -0.443 4.235 -2.501
O 1.368 4.172 -0.973
O -1.891 0.549 -0.072
C -3.038 -3.728 -2.899
C 4.667 -0.627 -1.899
C 4.853 1.765 -1.940
C 2.200 -0.477 2.585
C -4.086 -2.398 3.469
C 3.477 1.870 -2.087
C 0.404 0.859 -4.165
C -2.233 -2.066 -0.829
C -3.138 -2.289 2.464
C -1.786 -3.892 -2.325
C 0.124 -0.337 -4.827
C -0.140 -1.314 1.051
C 2.545 -0.383 3.927
C -3.493 -1.911 -1.404
C -0.211 -0.357 -6.173
C -0.752 2.065 3.187
C 5.453 0.516 -1.846
C 2.666 0.732 -2.151
C -4.765 -0.122 3.085
C 3.165 -0.823 1.638
C 4.465 -1.087 2.035
C 3.850 -0.645 4.321
C 3.290 -0.512 -2.048
C -0.808 -0.103 4.250
C -3.897 -2.741 -2.435
C 0.330 2.046 -4.902
C -1.561 0.425 5.284
C -1.911 1.771 5.271
C -0.005 2.032 -6.249
C -4.898 -1.316 3.779
C -1.516 2.587 4.222
C 4.806 -0.991 3.378
C -1.384 -3.065 -1.287
C -3.814 -0.009 2.083
C -0.400 0.720 3.202
C -2.994 -1.089 1.774
C -0.277 0.830 -6.889
H 4.128 -0.550 5.363
H 0.378 -0.501 -1.913
H 5.829 -1.163 3.688
H -4.142 -1.123 -1.038
H 1.810 -0.081 4.664
H -5.642 -1.408 4.561
H 2.906 -0.825 0.584
H -3.685 0.913 1.529
H 0.507 2.991 -4.400
H -1.788 3.634 4.208
H -0.194 -2.199 1.686
H -0.403 -3.198 -0.849
H -0.550 0.819 -7.938
H 5.460 2.662 -1.892
H -2.487 2.183 6.090
H -4.873 -2.614 -2.884
H 5.126 -1.607 -1.823
H -2.516 -3.141 2.210
H -5.399 0.722 3.325
H 2.682 -1.412 -2.097
H -0.429 -1.299 -6.665
H 0.167 -1.267 -4.268
H -0.065 2.963 -6.800
H 5.213 -1.332 1.293
H 6.528 0.433 -1.730
H -0.426 2.692 2.366
H -4.196 -3.330 4.009
H 3.012 2.850 -2.126
H -1.116 -4.657 -2.694
H -3.345 -4.372 -3.713
H 0.484 -1.489 0.171
H -1.876 -0.210 6.103
H -0.529 -1.151 4.259

Atoms 1-2, force components in eV/Å:
-0.35 0.10 0.23
0.02 0.90 -0.07